57
Properties=species:S:1:pos:R:3:forces:R:3:lowdin_charge:R:1 method="wB97M-V/def2-TZVPD" smiles="COP(=O)(OC)OC.ClCCl.ClCCl.ClCCl.ClCCl.OCCO.OCCO" charge=0 homo_energy_ev=-9.9910 e_tot_ha=-5061.3263 orbital_gap_ha=0.3757
C 9.07683 -18.92298 -1.47229 0.75 -0.80 -1.21 -0.1321
O 7.99694 -18.75279 -0.56064 0.34 1.17 0.27 -0.2680
P 7.73861 -17.27427 0.00921 -1.83 1.19 0.48 0.4134
O 6.94424 -16.31619 -0.81231 1.36 -1.19 0.28 -0.2513
O 6.97889 -17.55485 1.40091 0.62 -0.15 -0.53 -0.2334
C 5.56952 -17.26317 1.51199 0.19 -0.28 -0.10 -0.0841
O 9.16327 -16.78959 0.50241 -0.20 -0.69 -0.09 -0.2064
C 9.84674 -15.66642 -0.02206 -0.75 1.19 -0.79 -0.1001
H 9.92680 -19.46900 -1.05975 -0.31 -0.06 0.58 0.0973
H 9.52941 -18.04463 -1.93871 -0.54 0.54 0.44 0.0917
H 8.71138 -19.50449 -2.31663 -0.13 -0.10 0.15 0.0412
H 5.35872 -16.21507 1.31590 0.08 -0.04 -0.23 0.0861
H 5.27216 -17.49087 2.53303 0.17 -0.07 0.03 0.0830
H 5.03996 -17.92238 0.82632 -0.27 0.21 -0.02 0.0933
H 9.86575 -14.87346 0.72551 0.69 -0.36 0.30 0.0945
H 9.28008 -15.17607 -0.82134 -0.16 -0.44 -0.15 0.0828
H 10.79793 -15.96668 -0.45436 0.18 0.03 0.50 0.0910
C 7.18239 -20.82533 1.56433 -0.08 0.91 -3.58 -0.2550
C 6.27913 -20.78190 2.76868 2.88 -0.67 0.27 -0.1467
O 7.16440 -21.16166 3.88519 -0.90 0.05 -0.70 -0.0961
O 7.94969 -22.02028 1.35409 -0.30 0.06 1.08 -0.1280
H 7.78175 -19.93515 1.36233 0.70 -0.03 1.65 0.0946
H 6.68414 -20.66474 0.59454 -1.31 -0.39 0.45 0.0675
H 5.47759 -21.51484 2.68126 -0.41 0.49 0.14 0.1110
H 6.07885 -19.71952 2.88197 -0.91 -0.24 0.22 0.1051
H 7.78535 -21.74462 3.42506 0.23 -0.17 0.49 0.0219
H 8.44540 -21.91221 0.53320 -0.02 -0.18 -0.07 0.0665
C 8.67976 -24.51600 -1.10307 -1.17 -1.30 -2.31 -0.2399
C 7.37033 -24.77759 -0.37900 0.79 0.29 1.77 -0.2835
O 6.63278 -25.88364 -0.83121 -0.02 -0.09 -0.49 -0.0511
O 8.97151 -23.15236 -1.34406 0.32 0.12 0.66 -0.0821
H 8.46242 -24.99060 -2.07638 0.39 0.05 -0.14 0.1206
H 9.49108 -25.12493 -0.70658 0.39 0.82 0.37 0.1236
H 6.74193 -23.88799 -0.43169 -0.13 -0.13 -0.01 0.1020
H 7.69104 -24.94124 0.66012 -0.66 0.22 0.21 0.0859
H 7.14242 -26.68645 -0.68392 -0.04 0.01 0.06 0.0947
H 8.25799 -22.84268 -1.91478 0.11 0.16 0.02 0.0298
C 8.25682 -22.15875 6.54390 0.69 -0.85 0.77 -0.9965
Cl 7.94630 -23.06900 8.04478 -0.30 0.00 0.12 0.4841
Cl 9.99513 -21.74325 6.53755 -0.24 0.34 -0.31 0.4875
H 8.11681 -22.88079 5.74992 -0.30 0.44 -0.25 -0.0128
H 7.62283 -21.28346 6.56011 0.17 0.02 -0.40 0.0249
C 5.29542 -24.58332 2.71008 0.58 1.50 0.30 -1.0942
Cl 3.85725 -24.65856 1.70507 -0.02 -0.38 -0.09 0.5393
Cl 5.87831 -26.04221 3.46560 -0.14 -0.59 -0.03 0.5435
H 6.12141 -24.15905 2.14164 -0.15 -0.22 -0.29 -0.0140
H 5.09216 -23.86280 3.49960 -0.16 -0.21 0.09 0.0181
C 10.79123 -23.14509 2.81890 0.22 0.88 -0.01 -1.0451
Cl 9.33499 -24.06215 3.08927 -0.50 -0.36 0.15 0.5811
Cl 12.02011 -24.10708 2.01997 0.45 -0.27 0.08 0.5291
H 10.64139 -22.29466 2.15828 -0.54 -0.12 0.05 0.0230
H 11.09793 -22.76065 3.78840 0.37 -0.30 -0.06 0.0082
C 5.64727 -20.37167 -3.45425 -0.36 -0.84 0.38 -0.9798
Cl 6.34470 -18.79462 -3.41744 0.07 0.73 -0.31 0.6203
Cl 6.11254 -21.28245 -1.97951 -0.03 -0.18 -0.14 0.5804
H 4.56394 -20.31192 -3.42486 0.07 0.11 -0.09 0.0291
H 5.97836 -20.95189 -4.30937 0.09 0.16 0.01 0.0341